Entry 1:
ORCA calculation (ωB97M-V/def2-TZVPD) on C3H6S3Si as an isolated structure.

Geometry as XYZ:
```
13
C3H6S3Si | OMol25 | ωB97M-V/def2-TZVPD
C 1.16424 -1.20009 -0.17581
C 0.13008 1.05163 0.86613
C 0.69751 0.27925 -0.35500
Si -2.07988 -0.25751 -0.39663
S -0.14669 -2.14574 0.54285
S -1.65774 0.95079 1.28897
S -0.49310 0.44795 -1.70565
H 1.42007 -1.43926 -1.16430
H 2.06715 -1.21631 0.40739
H 0.55047 0.92999 1.79211
H 0.31465 2.03055 0.47253
H 1.52886 0.86087 -0.76979
H -3.49561 -0.29212 -0.80279
```

Calculated values
HOMO-LUMO gap: 7.3 eV
F_max: 3.3 eV/A
E_LUMO: -0.79 eV
E_HOMO: -0.2978 hartree
2S+1: 1

***

Entry 2:
ORCA calculation (ωB97M-V/def2-TZVPD) on C3H6Si as an isolated structure.

Geometry as XYZ:
```
10
C3H6Si | OMol25 | ωB97M-V/def2-TZVPD
C 1.04871 -0.45385 -0.23054
C 0.38522 -0.35440 1.04018
C -0.07735 0.57166 -1.17881
Si -1.22207 0.01482 0.21858
H 2.11585 -0.13127 -0.22653
H 0.90357 -1.42725 -0.74897
H 1.05745 0.32165 1.71988
H 0.12311 1.64991 -1.10860
H -1.95642 -1.10846 -0.10242
H -2.37807 0.91718 0.61722
```

Calculated values
HOMO-LUMO gap (spin up / spin down): 8.6 / 8.0 eV
F_max: 3.9 eV/A
E_LUMO (spin up / spin down): -0.63 / -0.64 eV
E_HOMO (spin up / spin down): -0.3378 / -0.3187 hartree
2S+1: 1

***

Entry 3:
ORCA calculation (ωB97M-V/def2-TZVPD) on a single C3H6Si molecule.

Geometry as XYZ:
```
10
C3H6Si | OMol25 | ωB97M-V/def2-TZVPD
C 0.53172 -1.12817 -0.97133
C 0.07579 -0.18576 -0.19059
C 1.34850 0.53389 -0.59436
Si -1.24207 0.18731 1.08772
H 0.88920 -2.04626 -1.57911
H 2.15484 0.52002 -0.01293
H 1.33703 1.25407 -1.54272
H -2.39143 0.60060 0.21145
H -1.13607 1.46919 1.79076
H -1.56752 -1.20489 1.80110
```

Calculated values
HOMO-LUMO gap: 9.4 eV
F_max: 7.4 eV/A
E_LUMO: 1.00 eV
E_HOMO: -0.3094 hartree
2S+1: 1
SMILES: [SiH3]C1=CC1

***

Entry 4:
ORCA calculation (ωB97M-V/def2-TZVPD) on a 2-piece molecular cluster, C3H7BrN2 overall.

Geometry as XYZ:
```
13
C3H7BrN2 | OMol25 | ωB97M-V/def2-TZVPD
C -1.08272 1.28232 0.71369
C -0.92751 0.81471 -0.76248
C -0.84954 -0.09009 0.36288
N 1.39211 -1.95230 -0.28186
N 1.24268 -1.00212 0.65026
Br 2.33809 0.60758 0.39977
H -0.38076 2.01800 1.07441
H -2.05994 1.77142 1.04467
H -1.72499 0.61677 -1.41926
H 0.08214 1.20635 -1.13788
H -1.50214 -0.93126 0.70978
H 2.06552 -2.67219 -0.13451
H 1.40706 -1.66919 -1.21946
```

Calculated values
HOMO-LUMO gap (spin up / spin down): 7.3 / 8.0 eV
F_max: 3.1 eV/A
E_LUMO (spin up / spin down): 0.45 / -1.58 eV
E_HOMO (spin up / spin down): -0.2521 / -0.3517 hartree
2S+1: 3

***

Entry 5:
ORCA calculation (ωB97M-V/def2-TZVPD) on a 2-piece molecular cluster, C3H7BrO overall.

Geometry as XYZ:
```
12
C3H7BrO | OMol25 | ωB97M-V/def2-TZVPD
C 0.51420 -0.40446 -0.12093
C -1.87629 0.44848 -0.30143
C -0.95931 -0.73729 -0.15426
O -1.36278 -1.86884 -0.07516
Br 4.78801 -0.07764 -0.03260
H 0.70318 0.49334 0.46091
H 0.85928 -0.23115 -1.13911
H 1.06897 -1.24557 0.28853
H -2.91313 0.12300 -0.28015
H -1.67411 0.95234 -1.24416
H -1.70087 1.15780 0.50420
H 4.02835 -0.63119 1.00381
```

Calculated values
HOMO-LUMO gap: 10.4 eV
F_max: 0.5 eV/A
E_LUMO: 0.67 eV
E_HOMO: -0.3568 hartree
2S+1: 1
SMILES: CC(C)=O.Br

***

Entry 6:
ORCA calculation (ωB97M-V/def2-TZVPD) on C3H7CeO2 as an isolated structure.

Geometry as XYZ:
```
13
C3H7CeO2 | OMol25 | ωB97M-V/def2-TZVPD
O 2.16109 0.24707 -0.43089
C 1.71651 -0.77860 0.06963
C 0.24661 -0.99515 0.17773
O -0.40268 0.19848 -0.19129
C -1.83154 0.14485 -0.13363
Ce 0.96059 2.11292 -0.78797
H 2.37619 -1.63831 0.26832
H 0.00634 -1.28444 1.21636
H -0.04208 -1.83438 -0.47919
H -2.14972 -0.07279 0.89406
H -2.20367 1.12771 -0.43793
H -2.19641 -0.62842 -0.82146
H 1.35876 3.40107 0.65627
```

Calculated values
HOMO-LUMO gap (spin up / spin down): 8.7 / 8.7 eV
F_max: 1.8 eV/A
E_LUMO (spin up / spin down): -9.40 / -9.34 eV
E_HOMO (spin up / spin down): -0.6642 / -0.6632 hartree
2S+1: 2
Total charge: +2

***

Entry 7:
ORCA calculation (ωB97M-V/def2-TZVPD) on a 2-piece molecular cluster, C3H7ClN2OSi overall.

Geometry as XYZ:
```
15
C3H7ClN2OSi | OMol25 | ωB97M-V/def2-TZVPD
C -0.99678 1.85391 -0.62709
C 0.09849 0.94117 -0.66131
C 0.62173 -1.37203 0.16068
N -0.35742 -0.38986 -0.32797
N -2.09657 1.40829 -0.12475
O -3.09080 2.09757 0.21912
Si -1.92657 -0.27873 0.39161
Cl -3.53558 -1.08211 -0.35248
H -0.80233 2.71637 -1.14190
H 0.52895 0.75251 -1.63296
H 0.97139 1.12444 -0.03186
H 0.06117 -2.20095 0.59060
H 1.33384 -1.68604 -0.74702
H 1.21085 -0.95005 1.03989
H -1.26250 -1.20063 2.70000
```

Calculated values
HOMO-LUMO gap (spin up / spin down): 7.7 / 7.6 eV
F_max: 3.7 eV/A
E_LUMO (spin up / spin down): -1.20 / -1.07 eV
E_HOMO (spin up / spin down): -0.3256 / -0.3188 hartree
2S+1: 1

***

Entry 8:
ORCA calculation (ωB97M-V/def2-TZVPD) on a single C3H7ClN2S molecule.

Geometry as XYZ:
```
14
C3H7ClN2S | OMol25 | ωB97M-V/def2-TZVPD
C -1.30291 0.00485 0.06315
C 0.09218 0.56479 -0.19796
C 1.28917 0.11865 0.69479
H -0.81969 -1.30907 -1.44777
H -2.21017 -1.75127 -0.61067
H -1.96410 1.35304 1.10903
H 0.38336 0.37379 -1.24361
H 1.09837 -0.91554 0.97991
H 1.28108 0.74739 1.58403
H 3.01588 -0.99936 -0.68125
N -1.34675 -1.24794 -0.57462
N -2.27854 0.45480 0.67917
S 2.85976 0.21925 -0.03139
Cl -0.09764 2.38662 -0.32281
```

Calculated values
HOMO-LUMO gap: 10.1 eV
F_max: 3.4 eV/A
E_LUMO: 0.58 eV
E_HOMO: -0.3504 hartree
2S+1: 1
SMILES: [H]/N=C(/N)[C@@H](Cl)CS

***

Entry 9:
ORCA calculation (ωB97M-V/def2-TZVPD) on a single C3H7ClN2S molecule.

Geometry as XYZ:
```
14
C3H7ClN2S | OMol25 | ωB97M-V/def2-TZVPD
C 0.85956 -1.35270 1.15743
C -0.31028 -0.20289 -0.44281
C -1.56216 -0.07310 -1.26863
H 0.09198 -1.09832 2.17646
H 1.70300 -0.52165 1.15829
H 1.26902 -2.26446 1.26097
H -1.57832 -1.19308 -1.67334
H -2.25914 0.35504 -0.68304
H 0.30887 1.73763 -0.99981
H 2.03385 1.90942 0.96100
N -0.06469 -1.35794 -0.02328
N 0.18097 1.09565 -0.19827
S 0.59420 1.89980 1.22601
Cl -1.26688 1.06661 -2.65096
```

Calculated values
HOMO-LUMO gap: 9.7 eV
F_max: 6.9 eV/A
E_LUMO: 0.56 eV
E_HOMO: -0.3343 hartree
2S+1: 1
SMILES: C/N=C(/CCl)NS

***

Entry 10:
ORCA calculation (ωB97M-V/def2-TZVPD) on an isolated ion of composition C3H7ClN3 and charge +1.

Geometry as XYZ:
```
14
C3H7ClN3 | OMol25 | ωB97M-V/def2-TZVPD
C 1.52718 -0.72020 -0.88265
C 0.74884 0.92873 0.69047
C -0.25130 -0.16658 0.55427
N 1.87888 0.41192 -0.56774
N 0.34765 -1.22435 -0.30394
N -1.59094 0.27835 -0.05522
Cl 1.54668 1.11159 2.21066
H 1.96467 -1.25357 -1.78184
H 0.57531 1.94893 0.13145
H -0.55339 -0.59993 1.48071
H -0.33128 -1.80529 -0.73495
H -2.09901 -0.47753 -0.58206
H -1.38834 0.95009 -0.80985
H -2.37493 0.61785 0.65070
```

Calculated values
HOMO-LUMO gap: 9.6 eV
F_max: 5.5 eV/A
E_LUMO: -4.32 eV
E_HOMO: -0.5129 hartree
2S+1: 1
Total charge: +1
SMILES: [NH3+][C@H]1NC=N[C@@H]1Cl

***

Entry 11:
ORCA calculation (ωB97M-V/def2-TZVPD) on a 2-piece molecular cluster, C3H7ClNO overall.

Geometry as XYZ:
```
13
C3H7ClNO | OMol25 | ωB97M-V/def2-TZVPD
C -0.74991 -1.16065 0.10621
C -0.38152 1.28512 1.02492
C -0.08831 0.19324 0.06176
N 1.04256 0.36238 -0.70091
O 1.55954 1.51445 -0.77434
Cl 1.25155 -2.02107 -2.69038
H -1.65327 -1.28206 -0.66503
H 0.14689 -1.84430 -0.10976
H -1.17441 -1.32773 1.15174
H -0.64702 2.21193 0.57994
H 0.56720 1.42525 1.69645
H -1.05640 0.96463 1.79839
H 1.18311 -0.32120 -1.47899
```

Calculated values
HOMO-LUMO gap: 7.9 eV
F_max: 5.1 eV/A
E_LUMO: 3.71 eV
E_HOMO: -0.1537 hartree
2S+1: 1
Total charge: -1

***

Entry 12:
ORCA calculation (ωB97M-V/def2-TZVPD) on a single C3H7ClOS molecule.

Geometry as XYZ:
```
13
C3H7ClOS | OMol25 | ωB97M-V/def2-TZVPD
C -0.64116 -1.01440 -0.44905
C -1.19593 0.38206 -0.78005
C 1.16514 -0.43498 1.21904
O -0.19451 -0.90476 0.91650
S -2.38499 -2.12570 -0.53668
Cl -3.70764 -1.20667 0.63661
H -0.15243 -1.49229 -1.23121
H -1.61760 0.22913 -1.72195
H -1.98496 0.72548 -0.12053
H -0.42070 1.00736 -0.63713
H 1.22009 -0.33604 2.23419
H 1.98327 -0.90888 0.71843
H 1.21603 0.55866 0.98234
```

Calculated values
HOMO-LUMO gap: 9.3 eV
F_max: 6.5 eV/A
E_LUMO: 0.50 eV
E_HOMO: -0.3221 hartree
2S+1: 1
SMILES: CO[C@H](C)SCl

***

Entry 13:
ORCA calculation (ωB97M-V/def2-TZVPD) on a 2-piece molecular cluster, C3H7ClOSi overall.

Geometry as XYZ:
```
13
C3H7ClOSi | OMol25 | ωB97M-V/def2-TZVPD
C 1.76647 0.54857 -0.23929
C -1.00674 1.27826 -0.41821
C -0.31312 -0.08382 -0.61800
O 1.94649 1.60521 0.22659
Si -0.43429 -1.44886 0.79877
Cl 2.91974 -0.55716 -0.85311
H -2.00043 0.82974 -0.14721
H -0.85306 1.95637 -1.25631
H -0.69951 1.68815 0.53228
H -0.27086 -0.50979 -1.65084
H -1.64564 -2.24941 1.01111
H -0.20570 -0.63739 1.96960
H 0.79665 -2.41987 0.64463
```

Calculated values
HOMO-LUMO gap: 9.3 eV
F_max: 4.2 eV/A
E_LUMO: 0.34 eV
E_HOMO: -0.3278 hartree
2S+1: 1

***

Entry 14:
ORCA calculation (ωB97M-V/def2-TZVPD) on a single C3H7ClOSi molecule.

Geometry as XYZ:
```
13
C3H7ClOSi | OMol25 | ωB97M-V/def2-TZVPD
C -0.25622 0.99166 0.27534
C 1.06689 1.39981 -0.40979
C -0.85977 -0.23266 -0.37876
O -0.62956 1.32917 1.37813
Si -0.24396 -1.74405 0.52968
Cl -2.63948 -0.31961 -0.51611
H 0.74272 2.07573 -1.16514
H 1.83893 0.78836 -0.80390
H 1.56292 1.98285 0.36865
H -0.44494 -0.34233 -1.44476
H -0.86674 -2.94965 0.11675
H -0.36192 -1.13998 1.98650
H 1.09113 -1.83930 0.06339
```

Calculated values
HOMO-LUMO gap: 10.4 eV
F_max: 3.2 eV/A
E_LUMO: 0.51 eV
E_HOMO: -0.3649 hartree
2S+1: 1
SMILES: CC(=O)[C@@H]([SiH3])Cl

***

Entry 15:
ORCA calculation (ωB97M-V/def2-TZVPD) on a 2-piece molecular cluster, C3H7ClS overall.

Geometry as XYZ:
```
12
C3H7ClS | OMol25 | ωB97M-V/def2-TZVPD
C -1.39987 -0.10147 0.03122
C 0.61224 -1.45286 -0.42183
C 0.02183 -0.57571 0.36510
S 0.64680 0.25986 1.82167
Cl 0.83285 3.56174 -0.56572
H -2.04025 -0.39882 0.78587
H -1.81641 -0.51919 -0.76393
H -1.35176 1.01345 -0.24686
H 1.62999 -1.87115 -0.14154
H 1.09952 2.72259 -1.60334
H 0.15449 -1.88014 -1.41576
H 1.61057 -0.75832 2.15510
```

Calculated values
HOMO-LUMO gap: 9.4 eV
F_max: 5.2 eV/A
E_LUMO: 0.66 eV
E_HOMO: -0.3221 hartree
2S+1: 1
SMILES: C=C(C)S.Cl

***

Entry 16:
ORCA calculation (ωB97M-V/def2-TZVPD) on a single C3H7ClS2 molecule.

Geometry as XYZ:
```
13
C3H7ClS2 | OMol25 | ωB97M-V/def2-TZVPD
C -0.97247 -0.44505 0.54673
C 0.08650 0.58115 0.31094
C 1.52517 0.02231 0.31790
H -2.18465 -0.64728 -1.54284
H -0.56435 -1.06460 1.31213
H -1.83334 0.04411 1.02064
H 0.09948 1.28919 1.19451
H -0.11315 0.86920 -2.02278
H 1.62326 -0.52983 1.26409
H 2.25587 0.83897 0.33862
S -1.62058 -1.56889 -0.77020
S -0.27640 1.80421 -1.03321
Cl 1.97467 -1.19350 -0.93653
```

Calculated values
HOMO-LUMO gap: 9.8 eV
F_max: 2.0 eV/A
E_LUMO: 0.65 eV
E_HOMO: -0.3374 hartree
2S+1: 1
SMILES: SC[C@H](S)CCl

***

Entry 17:
ORCA calculation (ωB97M-V/def2-TZVPD) on C3H7CuO as an isolated structure.

Geometry as XYZ:
```
12
C3H7CuO | OMol25 | ωB97M-V/def2-TZVPD
C 1.55272 -0.24585 -0.24955
O 0.66973 -0.10464 0.72214
C -0.53312 0.64061 0.41938
C -1.60557 -0.24526 -0.20575
H 1.90637 -1.28057 -0.34849
H 1.30998 0.24306 -1.18871
H -0.31642 1.49968 -0.21665
H -0.89095 1.04773 1.36018
H -2.38489 -0.49441 0.50928
H -2.08842 0.28073 -1.02694
H -1.20339 -1.17547 -0.60416
Cu 3.58399 -0.16562 0.82930
```

Calculated values
HOMO-LUMO gap (spin up / spin down): 7.9 / 9.2 eV
F_max: 1.0 eV/A
E_LUMO (spin up / spin down): -5.63 / -6.64 eV
E_HOMO (spin up / spin down): -0.4954 / -0.5825 hartree
2S+1: 2
Total charge: +1

***

Entry 18:
ORCA calculation (ωB97M-V/def2-TZVPD) on a 2-piece molecular cluster, C3H7F2N overall.

Geometry as XYZ:
```
13
C3H7F2N | OMol25 | ωB97M-V/def2-TZVPD
C 0.56345 -1.18223 -0.86425
C 0.64141 0.25491 -0.46413
C -0.43490 0.81118 0.34514
H 0.95687 -2.04891 0.00727
H 1.38572 -1.11174 -1.72360
H -0.05594 -1.42825 -1.56332
H -1.30989 0.62747 -0.14943
H -0.36840 1.88527 0.21465
H -0.57384 0.58093 2.60566
H -2.27692 -0.19461 1.36843
N -0.84575 0.03633 1.49396
F 1.78869 0.59176 0.22116
F 0.52951 1.17790 -1.49154
```

Calculated values
HOMO-LUMO gap: 9.9 eV
F_max: 9.1 eV/A
E_LUMO: 0.24 eV
E_HOMO: -0.3543 hartree
2S+1: 1

***

Entry 19:
ORCA calculation (ωB97M-V/def2-TZVPD) on a single C3H7F2NO molecule.

Geometry as XYZ:
```
14
C3H7F2NO | OMol25 | ωB97M-V/def2-TZVPD
C -0.30183 1.25526 -0.79939
C 1.29863 -0.40982 0.03273
C -0.06734 0.18937 0.17868
N -1.10378 -1.13400 -0.44643
O -0.39472 0.59889 1.45422
F -0.94020 -2.21572 0.41904
F -2.37867 -0.75268 -0.14272
H 0.20548 0.90861 -1.73181
H 0.32346 2.15666 -0.40395
H -1.45205 1.34298 -0.97686
H 1.89553 0.03257 -0.75422
H 1.80121 -0.28563 0.97359
H 1.31356 -1.50934 0.08569
H -0.19928 -0.17716 2.11143
```

Calculated values
HOMO-LUMO gap: 10.5 eV
F_max: 2.9 eV/A
E_LUMO: 0.74 eV
E_HOMO: -0.3579 hartree
2S+1: 1
SMILES: CC(C)(O)N(F)F

***

Entry 20:
ORCA calculation (ωB97M-V/def2-TZVPD) on a single C3H7FN2O molecule.

Geometry as XYZ:
```
14
C3H7FN2O | OMol25 | ωB97M-V/def2-TZVPD
C -1.90034 -1.20518 -0.00823
C 0.19221 -0.37766 0.21385
C 1.63836 -0.28809 0.10116
H -2.34776 -0.84714 1.00567
H -2.28021 -2.18598 -0.26788
H -2.06398 -0.42175 -0.92447
H 1.96717 0.59521 -0.58701
H 2.13222 0.23011 0.99766
H -0.19427 2.92548 0.01935
H 1.12799 1.98961 -0.74315
N -0.47524 0.78371 0.01281
N 0.35884 1.85656 0.12678
O -0.42760 -1.44944 0.09674
F 2.27261 -1.60544 -0.04331
```

Calculated values
HOMO-LUMO gap: 9.2 eV
F_max: 7.3 eV/A
E_LUMO: 0.92 eV
E_HOMO: -0.3054 hartree
2S+1: 1
SMILES: CO/C(CF)=N/N